1.
{"formula": "C23H20N5O3Ru", "method": "ωB97M-V with the def2-TZVPD basis set", "species": ["C", "H", "H", "C", "H", "N", "H", "C", "N", "C", "N", "C", "C", "H", "O", "C", "H", "H", "H", "H", "C", "C", "C", "N", "C", "C", "H", "C", "C", "N", "H", "Ru", "C", "H", "C", "C", "H", "C", "C", "H", "C", "C", "H", "C", "H", "H", "H", "H", "O", "C", "H", "O"], "xyz": [[2.73404, -0.28096, 2.83214], [-0.56308, 0.69596, -3.12238], [-4.25238, 1.51119, -0.35309], [0.75388, -3.81913, -0.45262], [3.06916, -0.81043, 3.71211], [0.56943, 0.80858, -1.41500], [1.52205, 4.39044, -2.48275], [3.11666, 1.01290, 2.59140], [1.63296, -1.99601, -1.76418], [3.58773, -2.15445, -3.11268], [-1.57912, -0.41239, 0.13673], [1.74468, 2.85994, -0.97210], [0.08692, 1.33654, -2.53884], [4.66983, -4.00814, -3.01088], [-0.14990, -2.89265, -0.16026], [1.84435, 0.94967, 0.55739], [4.26017, -1.67904, -3.81213], [-3.77625, -1.79449, 2.23064], [-5.53302, -0.74356, 3.74023], [-5.36498, -1.59573, 1.45721], [1.37670, 1.55420, -0.63669], [3.80570, -3.45215, -2.67289], [-4.97555, -0.16251, 3.00917], [1.47370, -0.33150, 0.82046], [1.24046, 3.39335, -2.16811], [2.49778, -1.45548, -2.63585], [3.76008, 1.53564, 3.28805], [-2.69045, -0.32436, 0.46333], [2.59894, 3.57808, -0.07062], [-3.92104, -0.21894, 0.82177], [-0.02275, 3.02752, -3.85755], [0.12385, -1.05115, -0.72531], [-4.78866, 0.87911, 0.35184], [-4.40150, 2.21300, 2.00191], [1.82216, -3.27241, -1.38050], [3.04006, 3.00857, 1.07176], [3.68448, 3.55807, 1.74570], [-4.50752, -1.07010, 1.87831], [2.67438, 1.66477, 1.42465], [3.00785, -5.02978, -1.41205], [0.39472, 2.62990, -2.94362], [-5.25470, 1.67690, 1.56520], [2.87695, 4.59344, -0.32153], [1.89490, -0.92618, 1.91702], [2.30433, -0.43952, -2.95079], [1.56504, -1.94365, 2.08609], [-5.65550, 0.43988, -0.14347], [-4.10467, 0.29646, 3.49530], [0.77768, -4.94660, -0.06707], [2.89716, -4.02462, -1.79513], [-6.01371, 2.39473, 1.26213], [-5.85403, 0.82713, 2.51754]], "forces_ev_per_a": [[0.0, 0.1, 0.0], [0.0, 0.1, 0.0], [0.1, -0.1, 0.0], [0.6, 0.1, -0.1], [-0.1, 0.0, 0.0], [-0.6, 0.3, -0.9], [0.0, 0.0, 0.1], [0.0, 0.0, 0.0], [0.7, -0.1, 0.2], [0.0, -0.1, 0.0], [-0.3, 0.2, 0.3], [0.1, 0.0, 0.2], [-0.1, -0.1, 0.1], [0.0, 0.0, 0.0], [-0.4, 0.1, -0.2], [0.4, -0.1, 0.6], [0.0, 0.0, 0.0], [0.1, 0.0, -0.1], [0.0, 0.0, 0.0], [0.1, 0.0, -0.1], [0.1, 0.2, 0.0], [0.0, 0.0, 0.0], [0.1, 0.0, -0.2], [-1.1, -0.2, -1.6], [-0.1, -0.1, -0.1], [-0.1, 0.1, 0.1], [0.0, 0.0, 0.0], [-0.1, 0.0, 0.0], [0.0, 0.1, 0.0], [0.1, -0.1, -0.1], [0.0, -0.1, 0.0], [1.1, -0.4, 1.6], [-0.3, 0.2, 0.1], [0.0, 0.0, 0.1], [-0.2, 0.0, 0.1], [0.0, 0.0, 0.1], [0.0, 0.0, 0.0], [-0.2, 0.0, 0.4], [0.0, 0.0, -0.2], [-0.1, 0.0, -0.1], [0.2, 0.2, -0.1], [0.1, -0.1, 0.0], [0.0, 0.0, 0.0], [-0.1, -0.4, 0.1], [0.0, 0.0, 0.0], [0.0, 0.0, -0.1], [0.1, -0.1, -0.1], [0.0, 0.0, 0.0], [-0.2, 0.0, 0.1], [0.0, 0.0, 0.0], [0.0, 0.0, 0.0], [0.0, 0.0, 0.0]], "lowdin_charge": [0.008, 0.129, 0.134, -0.542, 0.131, -0.082, 0.142, 0.048, -0.044, -0.011, 0.064, -0.114, -0.082, 0.133, -0.184, -0.138, 0.126, 0.140, 0.142, 0.143, -0.151, 0.010, -0.172, 0.040, 0.055, -0.086, 0.141, -0.177, 0.020, -0.057, 0.130, 1.409, -0.075, 0.134, -0.165, 0.023, 0.135, -0.069, -0.112, 0.143, 0.001, -0.175, 0.135, -0.052, 0.109, 0.136, 0.142, 0.134, 0.168, 0.048, 0.141, -0.104], "relative_energy_ev": 0.000, "orbital_gap_ev": [7.246, 6.389], "e_homo_ha": [-0.539, -0.538], "multiplicity": 2, "charge": 2, "energy_ha": -1482.36243, "max_force_ev_per_a": 1.976}

***

2.
{"formula": "C34H58BBrN4O9S", "method": "ωB97M-V with the def2-TZVPD basis set", "species": ["H", "O", "C", "H", "H", "H", "H", "H", "C", "H", "C", "C", "S", "H", "C", "H", "O", "H", "H", "H", "H", "H", "H", "C", "H", "H", "C", "O", "C", "B", "H", "H", "H", "H", "H", "Br", "O", "C", "H", "O", "C", "H", "H", "H", "H", "H", "H", "C", "O", "H", "H", "H", "C", "H", "C", "H", "H", "C", "C", "H", "H", "C", "O", "O", "C", "H", "C", "H", "C", "C", "H", "H", "N", "N", "C", "H", "C", "N", "H", "N", "O", "H", "C", "H", "H", "H", "C", "H", "H", "H", "C", "H", "C", "C", "C", "C", "C", "H", "H", "H", "H", "H", "C", "H", "C", "H", "C", "C"], "xyz": [[3.71483, 1.19621, 5.86073], [-4.59069, 0.86871, -1.41071], [2.66384, -1.25179, -1.11912], [2.94851, -2.14244, -1.69190], [3.74434, -2.40879, 6.70066], [-4.37716, 4.29221, -3.80775], [5.20548, -0.17287, 7.54736], [-4.59957, -4.81465, 0.97141], [4.83910, -0.53464, 6.58321], [-4.67042, 6.38998, -5.62308], [3.02685, 0.33574, 2.14637], [-2.55806, -0.68028, -3.03743], [-5.14055, -0.32080, -1.96865], [0.62573, -1.82203, -1.70057], [0.41727, 5.39706, -2.56666], [-3.88371, -2.28253, -2.45604], [1.07270, -3.16762, 1.74695], [0.75776, -1.07712, -0.08372], [2.70468, -0.59220, 2.62908], [1.57503, 1.00897, -1.41835], [-0.75682, 6.72405, 0.04870], [3.25338, -1.25047, 7.92119], [4.15408, -0.81314, 4.08868], [1.76075, -4.84489, 4.84480], [-2.39195, 5.51720, -5.55468], [-4.66342, -6.51195, 0.45586], [3.30096, -1.40041, 0.27963], [1.01986, 7.85445, -1.94524], [-3.96835, -1.29413, -2.94270], [0.18754, 6.77802, -1.79033], [-2.05989, -4.27995, -1.69895], [-1.57786, 6.03003, -1.14124], [-3.08994, -0.16168, -5.07742], [-3.21348, -3.38288, -0.67648], [2.41650, -4.03531, 5.16097], [2.16325, 4.61115, -0.47704], [-5.60549, -1.17155, -0.90236], [0.47183, 0.31752, -3.19884], [1.30693, 8.19906, -1.09163], [2.46374, -1.01401, 5.98161], [0.74118, 0.35884, -1.68351], [5.66851, 0.11762, 3.76927], [4.14131, -2.10500, 0.26899], [3.86701, 0.72995, 0.13654], [5.45623, 1.32741, 5.77550], [-1.83646, -1.46056, -2.77583], [-0.02042, -0.63701, -3.39832], [1.51506, -3.44826, 2.84860], [-0.46998, 6.12845, -4.65208], [0.14204, -6.37476, 3.56229], [1.39417, 0.30650, -3.78767], [-2.42470, 0.12326, -2.31172], [-4.40883, -5.50077, 0.14405], [3.12453, 1.62930, 3.82852], [-4.70834, 6.18068, -4.54740], [-4.41314, -1.47255, -3.92574], [4.49689, 1.87575, 2.75402], [-2.18560, -6.48695, -0.19384], [1.48000, -0.20476, 6.60762], [-0.13447, 0.68973, -1.11084], [1.05402, 0.45730, 5.84698], [-0.83834, 3.79721, -4.10024], [2.29191, 2.49369, -3.01158], [-1.01265, -6.46010, -0.50954], [0.30771, -5.51876, 2.91232], [-1.46343, -0.87255, -4.95446], [1.27514, 3.15540, -2.92456], [0.94767, -4.94542, 5.56701], [-2.17588, -0.19605, -4.47988], [-2.03298, 3.55108, -4.71942], [-2.67013, -7.40804, 0.17488], [2.21322, -2.78398, 3.38699], [-3.83322, 5.07184, -4.15281], [1.21436, -4.56814, 3.53214], [-2.45418, -4.16285, -0.68690], [-5.73983, 5.91001, -4.29625], [-1.62057, 1.21965, -4.34162], [-3.01307, -5.42676, -0.23918], [2.15239, 0.91978, 1.83742], [-0.99692, 6.84101, -0.93433], [-6.44113, 0.00146, -2.84868], [0.73142, -5.85310, 1.96478], [1.12827, -1.04630, -1.11190], [3.13519, -0.40925, -1.64168], [4.86727, -0.21425, 1.22025], [-7.08037, -0.69272, -2.62479], [4.61849, 0.63775, 5.60310], [1.93262, 0.44597, 7.36685], [-0.64232, -5.02195, 2.70837], [2.33162, -5.77562, 4.81596], [3.52706, -1.34556, 6.86460], [-3.50641, 4.29673, -6.12075], [-2.94312, 4.63476, -5.23109], [4.64266, 0.16412, 4.14818], [-0.39716, 1.45132, -3.72291], [3.83035, -0.06837, 0.88576], [1.18374, 4.42636, -2.11481], [-3.35637, 1.97441, -5.28449], [2.57936, -1.83690, 0.98212], [0.68666, -0.80124, 7.07392], [5.54283, -1.22953, 6.11710], [-4.46549, 7.09669, -3.99962], [3.85081, 1.10581, 3.18943], [-5.03818, -5.22134, -0.70355], [-0.33316, 5.20811, -3.87138], [-1.63438, -3.88360, -0.02256], [-2.40255, 2.23216, -4.83134], [-0.02546, 2.78066, -3.61258]], "forces_ev_per_a": [[0.0, -0.2, -0.2], [0.5, 1.0, -1.8], [0.2, -0.6, 0.1], [-0.3, 0.1, 0.0], [-0.1, 0.1, 0.1], [0.0, 0.0, -0.1], [0.3, -0.1, -0.2], [-0.1, 0.0, 0.0], [-1.1, 0.0, -0.2], [0.0, -0.1, 0.1], [0.7, 0.3, -0.6], [0.2, -0.6, -0.7], [-0.4, -0.7, 3.3], [0.0, 0.0, 0.3], [-0.7, 1.5, -0.7], [-0.5, 0.7, 0.1], [-0.2, -0.2, 0.2], [0.1, -0.3, -0.1], [-0.3, 0.2, -0.1], [-0.3, 0.2, -0.1], [-0.2, 0.6, 0.1], [-0.3, 0.1, -0.2], [0.3, 0.0, 0.0], [-0.1, -0.1, -0.2], [0.1, -0.2, 0.1], [0.1, 0.0, 0.0], [0.3, 0.5, 0.1], [0.6, -0.9, 0.4], [0.3, -0.2, -0.4], [-0.6, 0.2, 0.0], [0.1, 0.1, 0.0], [-0.1, 0.1, 0.1], [0.2, 0.0, -0.1], [-0.1, -0.1, 0.1], [0.0, 0.0, -0.1], [-0.2, -0.2, -0.6], [-0.4, -1.2, -0.7], [-0.3, 0.1, 0.0], [-0.3, 0.5, -0.2], [-0.2, 0.1, 0.7], [0.2, -1.0, 0.6], [0.0, -0.4, 0.3], [-0.1, 0.0, -0.3], [-0.1, 0.0, 0.1], [-0.2, 0.1, -0.1], [-0.2, 0.0, 0.3], [0.0, 0.2, -0.1], [0.0, 0.1, 0.0], [0.0, -0.4, 0.7], [0.1, 0.1, 0.1], [0.1, 0.0, 0.3], [-0.2, -0.1, -0.1], [0.2, 0.2, -0.1], [0.1, 0.1, -0.2], [-0.3, -0.2, 0.3], [0.0, 0.2, 0.1], [-0.1, -0.1, -0.1], [0.0, -0.2, 0.1], [0.1, 0.4, -0.2], [-0.1, 0.2, -0.4], [-0.1, -0.2, 0.0], [0.9, 1.5, 0.5], [-0.8, 0.7, 0.1], [0.0, 0.0, 0.0], [0.1, 0.2, -0.2], [-0.1, 0.0, 0.0], [0.6, -0.4, 0.1], [0.1, 0.0, 0.1], [-0.2, 0.7, 1.1], [-0.5, 0.4, -0.8], [-0.1, 0.0, 0.0], [0.0, 0.0, 0.0], [0.2, 0.1, -0.2], [0.1, 0.1, 0.1], [0.2, -0.1, 0.0], [0.1, 0.2, -0.1], [-0.2, -1.6, -0.6], [-0.2, 0.0, 0.0], [0.0, -0.2, 0.2], [0.7, -1.0, -0.1], [0.8, 0.0, -0.5], [-0.2, -0.1, 0.0], [0.3, 0.9, -0.3], [0.0, -0.1, 0.0], [-0.1, 0.0, -0.2], [0.0, 0.1, 0.0], [1.0, -0.2, 0.5], [-0.1, -0.1, 0.0], [0.0, -0.1, -0.1], [0.0, 0.0, 0.1], [0.8, -0.4, -0.4], [0.1, -0.2, 0.2], [-0.4, 0.4, 0.0], [-0.6, 0.8, -0.7], [0.5, -0.3, 0.0], [0.0, -0.5, 0.7], [0.2, -0.6, 0.0], [0.1, 0.1, -0.1], [0.1, 0.1, -0.4], [0.1, 0.0, -0.1], [0.3, 0.2, 0.3], [0.1, -0.1, -0.1], [-0.6, -0.1, 0.8], [-0.1, 0.0, 0.1], [0.2, -0.4, -0.2], [0.1, 0.1, -0.1], [-0.6, 0.0, -0.1], [0.7, 0.2, 0.4]], "lowdin_charge": [0.096, -0.259, -0.185, 0.103, 0.105, 0.099, 0.102, 0.092, -0.157, 0.076, -0.203, -0.183, 0.597, 0.098, -0.068, 0.083, 0.001, 0.099, 0.082, 0.084, 0.082, 0.112, 0.096, -0.049, 0.107, 0.082, -0.192, 0.156, -0.197, -0.621, 0.095, 0.075, 0.103, 0.073, 0.070, 0.809, -0.317, -0.116, 0.109, -0.225, -0.176, 0.112, 0.105, 0.103, 0.111, 0.100, 0.083, -0.331, 0.134, 0.087, 0.132, 0.110, -0.053, 0.097, -0.122, 0.102, 0.111, -0.363, -0.106, 0.117, 0.090, -0.037, 0.096, 0.011, -0.038, 0.120, -0.321, 0.090, -0.110, -0.138, 0.132, 0.127, -0.103, -0.191, -0.036, 0.075, -0.160, -0.196, 0.109, 0.175, -0.156, 0.093, -0.170, 0.101, 0.102, 0.095, -0.210, 0.088, 0.088, 0.090, -0.222, 0.123, -0.189, -0.199, -0.091, -0.181, -0.512, 0.129, 0.057, 0.088, 0.105, 0.072, -0.199, 0.088, -0.247, 0.094, 0.024, -0.023], "orbital_gap_ev": 8.187, "e_homo_ha": -0.323, "multiplicity": 1, "energy_ha": -5223.57259, "max_force_ev_per_a": 3.419}